Formula: C5H29N2O8S
Source: OMol25
Level of theory: ωB97M-V with the def2-TZVPD basis set

Output
Energy above the lowest of the compared OMol25 structures with the same formula, charge and spin = 259.2 kJ/mol
Frontier orbital gap = 6.66 eV
Total energy = -1317.52464 Ha
LUMO energy = 2.831 eV
Total charge = -1

```
45
Properties=species:S:1:pos:R:3:forces:R:3:mulliken_charge:R:1
N -0.98633 -0.60650 3.29916 -0.85 1.37 -1.04 -0.611
C 0.03756 0.24293 2.65323 -0.76 0.96 1.04 0.132
C 1.30228 -0.56432 2.38747 0.36 -1.58 0.87 -0.709
S 1.20779 -1.42595 0.78061 0.31 -0.34 0.40 -0.596
C -0.65877 1.03322 1.48884 1.56 0.69 1.64 0.189
N -0.16869 2.47473 1.60329 0.08 -1.39 -1.54 -0.286
C 0.18047 2.98413 0.29194 1.36 1.65 -1.38 -0.582
C 1.25688 2.16892 -0.46674 -3.14 -2.85 0.73 -0.684
H -1.42134 -1.21779 2.63189 0.10 -0.45 0.04 0.179
H -0.82922 -1.02925 4.18434 0.67 -0.31 0.29 0.219
H 0.30194 1.07146 3.33005 -0.14 -0.50 0.24 0.147
H 2.32620 -0.20986 2.56282 -0.45 1.37 -0.69 0.281
H 1.33290 -1.21636 3.32548 -0.43 -0.16 -1.33 0.312
H -1.72023 1.02861 1.59283 -0.84 -0.18 0.44 0.259
H -0.43413 0.54783 0.55571 0.42 0.21 -0.52 -0.454
H -0.91485 3.06178 1.92780 -0.40 -0.01 0.40 0.181
H 0.68429 3.97633 0.42395 -0.74 -0.32 0.15 0.346
H -0.67465 3.15925 -0.41850 0.41 -0.21 0.70 0.297
H 1.83886 2.69959 -1.13542 1.44 1.40 -0.94 0.560
H 0.72265 1.41176 -1.08966 0.25 0.74 0.13 0.036
H 1.75154 1.43701 0.15857 0.84 0.38 0.53 0.265
H 0.22764 0.02381 -2.69645 -0.35 0.70 -0.91 0.337
H -0.41945 -0.52684 -1.59776 -1.01 0.19 0.57 0.108
O -0.69233 0.02021 -2.36000 1.65 -0.14 0.72 -0.736
H 3.07494 2.37509 2.38616 0.00 -0.18 1.05 0.328
H 1.80977 3.00601 2.59728 -1.06 -0.02 0.39 0.278
O 2.50973 2.63704 3.14718 1.00 0.08 -1.35 -0.669
H 3.04344 -3.15604 -1.29857 -0.04 -0.02 0.58 0.262
H 3.28438 -1.82880 -0.40369 -0.98 -1.08 -1.42 0.287
O 3.17095 -2.20773 -1.33488 0.93 1.03 0.33 -0.564
H 2.88923 0.91914 -2.72020 -0.15 0.28 0.29 0.294
H 2.98232 -0.41604 -3.35952 -0.14 -0.50 0.09 0.293
O 2.39214 0.33915 -3.29925 0.02 0.11 -0.22 -0.626
H -3.92074 -2.48751 -1.69490 0.01 0.39 0.17 0.304
H -3.82905 -1.10580 -1.08455 0.06 0.17 -0.28 0.336
O -3.98807 -2.02112 -0.85052 -0.26 -0.48 0.28 -0.615
H -2.31216 -2.46016 -2.90375 0.71 0.02 0.24 0.293
H -1.96856 -0.94632 -2.90432 0.19 -0.52 -0.22 0.474
O -2.52308 -1.62847 -3.32371 -1.10 0.22 -0.75 -0.761
H -0.97114 -2.76335 -0.59823 0.32 0.10 0.09 0.342
H 0.10412 -2.24354 -1.55318 0.11 -0.49 0.31 0.155
O -0.70599 -2.77058 -1.52725 -0.10 -0.23 -0.12 -0.573
H -2.49264 1.32919 -1.42130 -0.45 0.27 0.19 0.317
H -3.33810 1.16441 -0.16328 0.01 0.17 -0.07 0.300
O -3.30413 1.66752 -0.98769 0.59 -0.52 -0.13 -0.645
```
Forces are in eV/Å.